# 1
59
Properties=species:S:1:pos:R:3 method="wB97M-V/def2-TZVPD" homo_lumo_gap_ha=0.3342 e_lumo_ev=0.6 de_lowest_kj_mol=127.0 e_homo_ev=-8.5 smiles="COc1ccc(N(CC(=O)NCc2ccc(F)cc2)C(=O)CCC(=O)Nc2ccccn2)cc1" charge=0
C 1.579 7.093 -1.889
H 0.505 7.234 -2.045
O 1.857 6.641 -0.585
C 1.333 5.454 -0.183
C 1.621 5.074 1.130
C 1.138 3.889 1.638
C 0.367 3.039 0.845
C 0.068 3.424 -0.454
C 0.544 4.619 -0.966
H 0.288 4.886 -1.979
H -0.548 2.797 -1.077
N -0.141 1.838 1.395
C 0.637 0.909 2.007
O 0.166 0.017 2.689
C 2.128 0.972 1.692
C 2.685 -0.453 1.787
C 1.708 -1.408 1.116
O 1.030 -1.081 0.160
N 1.684 -2.643 1.671
C 0.781 -3.681 1.442
N 1.225 -4.866 1.845
C 0.428 -5.912 1.716
C -0.856 -5.830 1.204
C -1.321 -4.584 0.809
C -0.491 -3.483 0.912
H -0.816 -2.501 0.617
H -2.326 -4.467 0.432
H -1.476 -6.708 1.126
H 0.844 -6.853 2.051
H 2.401 -2.890 2.340
H 3.654 -0.513 1.288
H 2.804 -0.738 2.832
H 2.262 1.374 0.688
H 2.647 1.619 2.398
C -1.579 1.645 1.380
H -2.091 2.562 1.680
C -2.125 1.228 0.008
O -3.173 1.674 -0.415
N -1.355 0.359 -0.666
H -0.506 -0.023 -0.264
C -1.672 -0.055 -2.019
C -1.667 -1.553 -2.158
C -2.851 -2.276 -2.089
C -2.845 -3.654 -2.216
C -1.635 -4.298 -2.400
C -0.440 -3.606 -2.460
C -0.466 -2.229 -2.341
H 0.458 -1.673 -2.378
H 0.485 -4.143 -2.598
F -1.622 -5.644 -2.518
H -3.758 -4.227 -2.175
H -3.785 -1.756 -1.939
H -0.932 0.376 -2.707
H -2.658 0.357 -2.249
H -1.806 0.854 2.102
H 1.340 3.621 2.663
H 2.217 5.736 1.737
H 2.085 8.053 -1.981
H 1.971 6.405 -2.645

# 2
68
Properties=species:S:1:pos:R:3 method="wB97M-V/def2-TZVPD" homo_lumo_gap_ha="0.1410 / 0.1298" e_lumo_ev="-7.0 / -7.1" e_homo_ev="-10.9 / -10.7" charge=+1
Ru -0.005 -0.150 -0.048
O -1.352 2.962 2.362
C -1.237 1.854 1.911
O -0.242 1.343 1.322
C -2.479 0.868 2.182
C -2.006 -0.491 2.726
C -3.232 -1.242 3.289
C -3.913 -1.719 1.994
C -2.997 -1.087 0.932
O -1.709 -1.230 1.546
C -3.242 0.430 0.931
C -2.706 1.126 -0.413
O -3.375 2.027 -0.835
O -1.667 0.593 -0.873
H -3.104 1.430 2.875
H -1.148 -0.442 3.396
H -3.869 -0.597 3.887
H -2.907 -2.080 3.902
H -4.944 -1.392 1.902
H -3.876 -2.804 1.900
H -3.013 -1.559 -0.050
H -4.298 0.706 0.965
I 3.946 0.408 -3.985
C 4.096 0.231 -1.912
C 5.313 0.282 -1.260
C 5.389 0.140 0.113
I 7.284 0.289 1.006
C 4.226 -0.128 0.891
C 4.220 -0.352 2.276
C 3.040 -0.692 2.899
C 1.870 -0.789 2.151
N 1.826 -0.529 0.850
C 2.978 -0.199 0.220
C 2.868 0.057 -1.205
O 1.753 0.097 -1.760
H 6.214 0.436 -1.836
H 5.137 -0.274 2.840
H 3.015 -0.904 3.955
H 0.941 -1.103 2.614
C -6.142 -3.314 -1.438
C -5.335 -4.316 -2.233
S -3.611 -3.768 -2.478
O -3.362 -3.504 -3.863
O -3.274 -2.717 -1.543
C -2.548 -5.192 -1.975
C -1.161 -4.998 -2.575
N -0.708 -3.634 -2.403
C -0.373 -3.047 -1.237
N -0.239 -1.737 -1.398
C -0.526 -1.448 -2.690
C -0.810 -2.622 -3.336
N -1.028 -2.814 -4.741
O -1.344 -1.843 -5.368
O -0.804 -3.918 -5.184
C -0.056 -3.735 0.037
H -7.134 -3.718 -1.249
H -6.250 -2.379 -1.981
H -5.660 -3.102 -0.486
H -5.722 -4.450 -3.240
H -5.272 -5.272 -1.720
H -3.000 -6.105 -2.348
H -2.546 -5.176 -0.887
H -1.198 -5.196 -3.650
H -0.443 -5.676 -2.108
H -0.489 -0.444 -3.074
H -0.950 -4.093 0.546
H 0.435 -3.011 0.692
H 0.610 -4.579 -0.135

# 3
61
Properties=species:S:1:pos:R:3 method="wB97M-V/def2-TZVPD" homo_lumo_gap_ha="0.3410 / 0.2146" e_lumo_ev="0.2 / -3.2" spin_multiplicity=6 e_homo_ev="-9.1 / -9.1" charge=0
Ir 1.204 1.910 -1.184
O -1.244 1.528 -1.396
C -1.946 2.068 -0.264
C -1.485 3.461 0.044
N -0.048 3.522 0.310
C 0.526 4.794 -0.116
C 0.555 4.859 -1.633
O 0.525 5.941 -2.177
O 0.600 3.680 -2.222
C 0.356 3.093 1.645
C 1.830 2.697 1.670
O 2.362 2.591 2.752
O 2.380 2.519 0.489
H -1.394 2.073 -2.184
H -1.740 1.388 0.559
H -3.021 2.074 -0.442
H -2.055 3.850 0.894
H -1.691 4.096 -0.816
H 1.554 4.872 0.231
H -0.044 5.653 0.242
H -0.203 2.203 1.934
H 0.219 3.873 2.395
O 1.130 0.942 -3.334
C 2.360 1.174 -3.446
O 3.028 1.691 -2.499
H 2.879 0.929 -4.375
O 0.847 0.299 0.000
Si 0.218 -1.155 0.239
C 1.396 -2.292 1.136
C 2.658 -1.825 1.530
C 3.518 -2.650 2.251
C 3.131 -3.944 2.577
C 1.882 -4.422 2.190
C 1.018 -3.599 1.476
C -1.380 -1.150 1.216
C -2.518 -1.883 0.862
C -3.680 -1.822 1.628
C -3.719 -1.027 2.766
C -2.585 -0.321 3.158
C -1.428 -0.386 2.392
C -0.116 -1.978 -1.441
C -1.198 -1.575 -2.222
C -1.427 -2.139 -3.521
C -0.554 -3.087 -4.044
C 0.532 -3.483 -3.291
C 0.751 -2.928 -1.983
H 2.955 -0.808 1.278
H 4.488 -2.276 2.563
H 3.802 -4.584 3.140
H 1.578 -5.430 2.453
H 0.037 -3.977 1.189
H -2.501 -2.520 -0.020
H -4.549 -2.403 1.343
H -4.627 -0.964 3.355
H -2.599 0.270 4.068
H -0.538 0.155 2.715
H -1.863 -0.798 -1.854
H -2.275 -1.808 -4.110
H -0.719 -3.498 -5.033
H 1.222 -4.219 -3.686
H 1.610 -3.254 -1.401

# 4
56
Properties=species:S:1:pos:R:3 method="wB97M-V/def2-TZVPD" homo_lumo_gap_ha=0.3082 e_lumo_ev=0.6 de_lowest_kj_mol=0.0 e_homo_ev=-7.8 smiles="COc1ccc(NC(=O)[C@H](NC(=O)[C@@H]2Cc3ccccc3CN2)c2ccccc2)cc1" charge=0
C -6.908 2.484 -1.786
H -7.837 3.006 -1.564
O -5.905 3.175 -1.085
C -4.618 2.737 -1.189
C -4.206 1.639 -1.937
C -2.868 1.290 -1.970
C -1.920 2.020 -1.264
C -2.332 3.118 -0.512
C -3.664 3.467 -0.478
H -3.996 4.315 0.099
H -1.606 3.690 0.042
N -0.583 1.611 -1.361
C 0.493 2.080 -0.692
O 0.503 2.982 0.115
C 1.765 1.264 -1.067
N 1.643 -0.055 -0.482
C 0.982 -1.061 -1.074
O 0.409 -0.950 -2.147
C 0.978 -2.344 -0.260
N 2.211 -2.477 0.500
H 3.013 -2.364 -0.114
C 2.295 -3.771 1.156
C 1.055 -4.088 1.946
C 1.085 -5.117 2.880
C -0.047 -5.458 3.593
C -1.230 -4.769 3.376
C -1.267 -3.748 2.447
C -0.132 -3.399 1.725
C -0.186 -2.268 0.737
H -1.135 -2.279 0.197
H -0.124 -1.322 1.284
H -2.187 -3.208 2.273
H -2.120 -5.030 3.929
H -0.009 -6.258 4.317
H 2.010 -5.652 3.044
H 3.164 -3.753 1.822
H 2.449 -4.592 0.429
H 0.807 -3.189 -0.950
H 1.993 -0.205 0.453
C 3.024 1.987 -0.663
C 4.029 1.402 0.093
C 5.162 2.124 0.432
C 5.302 3.437 0.023
C 4.307 4.025 -0.739
C 3.179 3.304 -1.083
H 2.406 3.767 -1.677
H 4.409 5.049 -1.068
H 6.184 3.999 0.294
H 5.936 1.654 1.021
H 3.954 0.374 0.417
H 1.760 1.129 -2.158
H -0.434 0.798 -1.957
H -2.554 0.435 -2.552
H -4.912 1.049 -2.498
H -6.991 1.444 -1.451
H -6.732 2.504 -2.867